This record from the OMol25 dataset describes C64H62F2Ge2N3O8Si2Tl as an isolated structure at a distorted geometry. The level of theory is ωB97M-V/def2-TZVPD.

Gap between HOMO and LUMO = 3.703 eV
E_LUMO = 0.101 Eh
Total charge = -2
Electronic energy = -227139.4763 eV
Energy above the lowest of the compared OMol25 structures with the same formula, charge and spin = 18.97 kcal/mol
Strongest force on any atom = 1.52 eV Å⁻¹

Atoms and positions in Å:
Tl1 0.676 0.562 0.173
F1 -3.448 1.482 -3.806
C1 -3.281 0.583 -2.816
C2 -2.564 -0.560 -3.070
C3 -2.376 -1.524 -2.081
C4 -3.004 -1.331 -0.843
C5 -3.732 -0.158 -0.641
F2 -4.384 -0.007 0.535
C6 -3.875 0.821 -1.593
C7 -2.993 -2.307 0.284
C8 -3.911 -3.357 0.304
C9 -3.926 -4.215 1.391
C10 -3.042 -3.988 2.433
C11 -2.175 -2.910 2.328
N1 -2.153 -2.086 1.290
H1 -2.114 -0.695 -4.046
H2 -4.406 1.736 -1.381
H3 -4.601 -3.477 -0.519
H4 -4.622 -5.044 1.422
H5 -3.016 -4.631 3.303
H6 -1.457 -2.701 3.114
C12 4.014 -0.347 -3.870
C13 3.021 -0.577 -2.732
Ge1 0.997 -0.336 -3.010
C14 0.627 1.289 -4.231
C15 1.707 1.774 -5.196
C16 0.662 -1.792 -4.390
C17 -0.138 -2.851 -4.203
Ge2 -1.300 -3.131 -2.600
C18 -2.883 -4.294 -3.100
C19 -2.745 -5.485 -4.050
C20 -0.187 -3.870 -1.114
C21 -0.608 -5.242 -0.588
C22 -0.074 -3.998 -5.138
C23 -0.352 -3.865 -6.498
C24 -0.262 -4.954 -7.353
C25 0.120 -6.197 -6.868
C26 0.415 -6.340 -5.519
C27 0.314 -5.255 -4.665
H7 5.033 -0.608 -3.557
H8 4.029 0.700 -4.170
H9 3.770 -0.953 -4.746
H10 3.274 0.076 -1.892
H11 3.117 -1.604 -2.363
H12 0.330 2.107 -3.568
H13 -0.267 1.013 -4.800
H14 2.545 2.216 -4.655
H15 1.312 2.543 -5.872
H16 2.084 0.952 -5.809
H17 1.233 -1.785 -5.326
H18 -3.606 -3.590 -3.521
H19 -3.303 -4.653 -2.156
H20 -2.375 -5.177 -5.027
H21 -3.720 -5.963 -4.190
H22 -2.058 -6.234 -3.656
H23 -0.183 -3.136 -0.308
H24 0.836 -3.923 -1.493
H25 -1.557 -5.187 -0.058
H26 0.147 -5.628 0.102
H27 -0.722 -5.962 -1.404
H28 -0.662 -2.899 -6.876
H29 -0.499 -4.832 -8.404
H30 0.181 -7.048 -7.535
H31 0.716 -7.307 -5.133
H32 0.539 -5.369 -3.611
O1 1.779 -0.749 3.822
C28 2.217 -1.429 2.778
O2 1.666 -1.463 1.704
C29 3.454 -2.217 3.048
C30 4.401 -1.777 3.967
C31 5.551 -2.525 4.177
C32 5.749 -3.710 3.498
C33 4.793 -4.145 2.581
C34 3.655 -3.387 2.334
N2 4.981 -5.391 1.892
O3 4.098 -5.791 1.159
O4 6.017 -6.010 2.082
H33 4.249 -0.837 4.481
H34 6.300 -2.177 4.874
H35 6.632 -4.314 3.649
H36 2.930 -3.709 1.599
O5 3.508 1.109 0.454
N3 3.518 1.264 1.689
O6 4.557 1.163 2.351
O7 2.415 1.518 2.263
C35 -3.057 -1.791 5.669
C36 -3.211 -0.710 4.812
C37 -2.100 -0.009 4.367
C38 -0.810 -0.373 4.757
C39 -0.679 -1.449 5.635
C40 -1.785 -2.152 6.089
Si1 0.669 0.521 3.966
C41 1.594 1.592 5.211
C42 2.341 1.018 6.239
C43 3.083 1.798 7.113
C44 3.078 3.179 6.980
C45 2.344 3.767 5.960
C46 1.611 2.980 5.086
H37 -3.921 -2.359 5.992
H38 -4.198 -0.427 4.468
H39 -2.233 0.821 3.682
H40 0.312 -1.754 5.956
H41 -1.652 -2.996 6.757
H42 0.039 1.199 2.844
H43 2.354 -0.062 6.349
H44 3.677 1.329 7.889
H45 3.654 3.793 7.662
H46 2.359 4.844 5.843
H47 1.062 3.440 4.274
O8 -0.935 2.598 0.476
Si2 -0.971 4.107 0.084
C47 0.631 4.862 -0.626
C48 0.709 6.180 -1.080
C49 1.877 6.693 -1.623
C50 3.006 5.889 -1.724
C51 2.957 4.580 -1.270
C52 1.781 4.080 -0.730
C53 -1.383 5.272 1.543
C54 -2.003 6.513 1.382
C55 -2.340 7.306 2.471
C56 -2.053 6.870 3.758
C57 -1.423 5.647 3.943
C58 -1.095 4.864 2.845
C59 -2.265 4.562 -1.254
C60 -3.600 4.816 -0.934
C61 -4.524 5.188 -1.900
C62 -4.130 5.301 -3.226
C63 -2.816 5.023 -3.575
C64 -1.902 4.660 -2.597
H48 -0.166 6.820 -1.013
H49 1.911 7.720 -1.974
H50 3.917 6.286 -2.157
H51 3.834 3.946 -1.335
H52 1.753 3.054 -0.380
H53 -2.238 6.857 0.381
H54 -2.835 8.259 2.322
H55 -2.321 7.480 4.613
H56 -1.195 5.304 4.946
H57 -0.613 3.902 2.993
H58 -3.916 4.729 0.102
H59 -5.550 5.399 -1.620
H60 -4.844 5.603 -3.984
H61 -2.505 5.090 -4.611
H62 -0.876 4.447 -2.880

Results of the Mulliken charge analysis, in e, for atoms 1 through 99: Tl 1.81; F -0.43; C 0.64; C -0.90; C 0.25; C -0.43; C 0.92; F -0.42; C -1.13; C -0.42; C -0.40; C -1.00; C -0.78; C -0.09; N 0.67; H 0.34; H 0.39; H 0.65; H 0.37; H 0.49; H 0.36; C -1.22; C -0.14; Ge 0.16; C -0.18; C -1.26; C -1.12; C 0.01; Ge 0.89; C -0.87; C -1.18; C -0.40; C -1.30; C -0.32; C -0.27; C -0.69; C -0.46; C -0.74; C 0.18; H 0.40; H 0.22; H 0.24; H 0.10; H 0.25; H -0.12; H 0.35; H 0.19; H 0.38; H 0.29; H 0.40; H 0.53; H 0.23; H 0.28; H 0.44; H 0.21; H 0.45; H 0.83; H 0.21; H 0.37; H 0.27; H 0.40; H 0.37; H 0.36; H 0.39; H 0.45; O 0.25; C -0.93; O -0.10; C 0.52; C -0.58; C -0.77; C -0.47; C -0.30; C -0.10; N 1.07; O -0.60; O -0.66; H 0.61; H 0.40; H 0.48; H 0.90; O -0.47; N 0.45; O -0.73; O -0.29; C -0.50; C -0.59; C -0.48; C 0.48; C -0.12; C -0.67; Si 0.56; C 0.57; C -0.16; C -0.74; C -0.50; C -0.68; C -0.45; H 0.39